[1]
{"formula": "C5H10N3O", "method": "wB97M-V/def2-TZVPD", "homo_lumo_gap_ev": 11.0, "charge": 1, "spin_multiplicity": 1, "e_above_lowest_kj_mol": 408.71, "smiles": "CC1=N[C@]2(CO2)[N@@H+](C)N1", "elements": ["C", "C", "N", "C", "C", "O", "N", "C", "N", "H", "H", "H", "H", "H", "H", "H", "H", "H", "H"], "xyz": [[2.734540, 1.031896, -0.200595], [1.336336, 0.537744, 0.013405], [0.397867, 1.390240, 0.084277], [-0.823399, 0.803584, 0.148698], [-1.961450, 1.133846, 0.979447], [-1.932263, 1.097870, -0.462354], [-0.511126, -0.919424, 0.204639], [-1.244674, -1.601714, -0.842085], [1.032608, -0.765836, 0.031560], [2.721391, 2.064432, -0.174838], [3.139612, 0.525980, -1.103283], [3.169152, 0.437255, 0.613261], [-2.542966, 0.281843, 1.413063], [-2.114060, 2.077192, 1.410548], [-0.680013, -1.262394, 1.145184], [-1.412670, -2.669965, -0.408477], [-2.168683, -0.963591, -0.778935], [-0.802321, -1.740050, -1.827438], [1.662127, -1.458904, -0.246075]], "forces_ev_per_a": [[-0.7, -4.8, 0.3], [0.4, 2.0, -1.5], [-0.5, 0.4, -0.5], [0.8, -0.7, 2.7], [-0.9, -2.4, 0.6], [-1.0, 0.4, -1.9], [4.9, 2.0, -1.3], [-1.9, -2.4, 1.9], [-3.8, 0.1, 1.4], [0.5, 1.9, 0.2], [-0.2, 0.8, 0.2], [1.2, 1.1, 0.2], [0.4, 0.9, -0.3], [0.0, 1.2, 0.4], [0.1, -0.1, 0.0], [-0.2, 1.8, -1.1], [0.3, -1.3, -1.1], [0.2, 0.8, 0.2], [0.4, -1.7, -0.5]]}

---

[2]
{"formula": "C5H10N3O", "method": "wB97M-V/def2-TZVPD", "homo_lumo_gap_ev": 10.5, "charge": 1, "spin_multiplicity": 1, "e_above_lowest_kj_mol": 103.80, "smiles": "CC1=NC(=[NH2+])N[C@@]1(C)O", "elements": ["C", "C", "N", "C", "N", "N", "C", "C", "O", "H", "H", "H", "H", "H", "H", "H", "H", "H", "H"], "xyz": [[1.198627, 2.029252, -0.175226], [0.216230, 1.016092, -0.189477], [-1.077470, 1.169692, -0.058353], [-1.755404, -0.051789, -0.127743], [-3.106975, -0.182747, -0.064274], [-0.944812, -1.098495, -0.104731], [0.587772, -0.509063, -0.240679], [1.393011, -1.002437, 0.942865], [1.033996, -0.932886, -1.457450], [0.605009, 3.039654, 0.007866], [1.818671, 2.108300, -0.993336], [1.787172, 1.672167, 0.786854], [-3.511921, 0.721834, -0.334316], [-3.604611, -1.076581, -0.387216], [-1.217765, -2.081103, -0.240268], [1.588926, -2.022654, 0.890655], [0.972691, -0.726814, 1.990361], [2.428306, -0.455083, 1.038001], [1.588555, -1.617340, -1.283524]], "forces_ev_per_a": [[-1.2, 2.5, 4.5], [-3.4, -3.6, -0.6], [0.4, 0.6, -0.5], [0.3, -2.3, 0.9], [0.6, 0.5, -1.4], [1.6, 1.3, -0.2], [-2.6, -0.6, 0.5], [1.4, 3.7, 2.4], [-2.0, 3.4, -0.4], [1.7, -1.9, -0.2], [1.5, -0.1, -1.8], [-0.5, 1.4, -1.7], [-0.5, -0.7, 0.3], [1.2, 2.0, 0.7], [0.3, 0.8, 0.1], [0.2, -1.9, -0.1], [0.1, -0.7, -2.0], [-1.8, -1.0, -0.8], [2.9, -3.4, 0.2]]}

---

[3]
{"formula": "C5H10N3O", "method": "wB97M-V/def2-TZVPD", "homo_lumo_gap_ev": [8.0, 8.0], "charge": 1, "spin_multiplicity": 1, "e_above_lowest_kj_mol": 503.30, "elements": ["C", "C", "C", "C", "C", "N", "N", "N", "O", "H", "H", "H", "H", "H", "H", "H", "H", "H", "H"], "xyz": [[1.215542, -1.395961, -1.402557], [0.268622, -0.409153, 1.668122], [-1.376717, 0.178347, -0.127422], [1.457444, -0.438053, 0.791598], [0.472441, 0.901648, -1.377799], [1.613525, -1.375832, -0.212098], [-0.822149, 1.176564, -1.028545], [-0.877751, 0.535155, 1.267222], [0.801641, -0.237381, -1.986598], [1.115308, -2.177678, -2.229885], [-0.237855, -1.321059, 1.647398], [0.497425, -0.198962, 2.702872], [-2.507073, 0.083651, -0.007360], [-1.024081, -0.823500, -0.305205], [2.344897, 0.072801, 0.921279], [0.863215, 1.785918, -1.776500], [-1.379715, 1.703548, -1.770903], [-1.752494, 0.366416, 1.822595], [-0.672224, 1.573533, 1.403785]], "forces_ev_per_a": [[0.0, 0.6, -0.3], [0.4, 1.0, 0.4], [-1.4, 1.5, -0.3], [-1.2, -0.1, -2.8], [0.7, 0.4, 1.4], [-1.0, -1.9, 0.3], [-2.6, -0.5, -0.3], [-1.1, 0.8, 0.7], [-0.7, -0.5, -1.8], [0.8, 0.6, 1.9], [-0.5, -1.8, 0.0], [0.2, 0.3, 0.2], [1.4, 0.7, -0.8], [0.2, -0.3, -0.2], [1.4, 1.2, 1.1], [1.5, 0.8, -0.7], [0.5, -1.3, 1.6], [1.4, 0.1, 0.2], [-0.1, -1.6, -0.7]]}